Below is 3 unconnected molecules or ions with the total composition C38H34O10S, with properties calculated with ωB97M-V/def2-TZVPD.

## Properties
- LUMO (eV) = -1.16
- total energy (eV) = -71260.38078
- maximum force (eV Å⁻¹) = 8.26
- SMILES = CC(C)[C@H](C)CO[C@@H]1OS(=O)(=O)O[C@@H]1CC=O.O=C1c2ccccc2C(=O)c2ccccc21.O=C1c2ccccc2C(=O)c2ccccc21
- spin multiplicity = 1
- Kohn-Sham gap (eV) = 8.554

Each line ends with the Löwdin charge.
Atoms and positions in Å:
C1 1.87342 -0.90318 0.25342  -0.082
C2 2.34360 -1.93032 1.47009  -0.346
C3 3.97451 -1.90440 1.75121  -0.097
C4 1.71416 -3.43477 1.29476  -0.284
C5 1.73095 -4.15032 2.80438  -0.098
C6 2.42326 -4.35640 0.13956  -0.146
O1 3.20222 -3.61487 -0.86364  -0.129
C7 3.15315 -4.24339 -2.19246  -0.232
O2 4.32084 -3.58461 -2.86657  -0.181
S1 3.66653 -2.30705 -3.83560  0.897
O3 3.37474 -0.94112 -3.16861  -0.310
O4 4.85698 -1.94011 -4.78660  -0.326
O5 2.38935 -3.24437 -4.46714  -0.209
C8 1.91489 -3.92442 -3.21806  -0.213
C9 0.68398 -2.94489 -2.75679  -0.068
C10 -0.37968 -3.61880 -1.70564  -0.137
O6 -0.79891 -4.88880 -1.70108  -0.078
H1 1.81848 0.21998 0.57719  0.085
H2 0.82829 -1.33524 -0.12745  0.068
H3 2.64951 -1.07566 -0.62579  0.066
H4 1.84989 -1.47999 2.45899  0.128
H5 4.39557 -2.90215 2.20590  0.075
H6 4.29631 -1.03272 2.48366  0.085
H7 4.55258 -1.73215 0.72838  0.086
H8 0.55485 -3.28235 1.05540  0.130
H9 1.14361 -5.17327 2.65484  0.090
H10 2.80591 -4.44286 3.16246  0.076
H11 1.21106 -3.47617 3.61291  0.088
H12 1.58364 -5.06251 -0.33012  0.137
H13 3.15940 -5.10754 0.70331  0.144
H14 3.52198 -5.36421 -2.17942  0.197
H15 1.56337 -4.99363 -3.53906  0.179
H16 0.06148 -2.70172 -3.74520  0.158
H17 1.05178 -1.88038 -2.36095  0.119
H18 -0.85920 -2.88596 -0.89534  0.134
O7 -1.02546 -0.33875 3.58763  0.086
C11 -1.59247 0.41977 4.36439  -0.279
C12 -1.30324 1.86817 4.34113  -0.085
C13 -0.38955 2.37800 3.40949  0.008
C14 -0.14104 3.75020 3.35471  -0.055
C15 -0.80264 4.61527 4.22588  -0.056
C16 -1.70008 4.10735 5.16657  0.007
C17 -1.94618 2.73037 5.22847  -0.086
C18 -2.88351 2.20026 6.23858  -0.278
O8 -3.40647 2.95130 7.05384  0.097
C19 -3.18765 0.75570 6.24904  -0.085
C20 -4.10329 0.24757 7.18002  0.007
C21 -4.42260 -1.11106 7.17551  -0.058
C22 -3.83105 -1.96392 6.24407  -0.058
C23 -2.90733 -1.46204 5.32474  0.005
C24 -2.58071 -0.09965 5.33066  -0.086
H19 0.12642 1.70940 2.72262  0.115
H20 0.56529 4.14501 2.62771  0.109
H21 -0.61847 5.68608 4.17467  0.108
H22 -2.20901 4.78816 5.84693  0.122
H23 -4.57281 0.90823 7.90698  0.122
H24 -5.13673 -1.50302 7.89647  0.108
H25 -4.08713 -3.02118 6.23430  0.108
H26 -2.44761 -2.13526 4.60290  0.120
O9 -0.44142 1.08648 -2.81104  0.085
C25 -0.66031 1.99699 -3.60053  -0.279
C26 -2.04638 2.41060 -3.90022  -0.086
C27 -3.11509 1.76969 -3.26006  0.004
C28 -4.42530 2.18160 -3.50776  -0.059
C29 -4.67211 3.23209 -4.39126  -0.058
C30 -3.60985 3.86022 -5.04343  0.006
C31 -2.29477 3.44450 -4.80215  -0.085
C32 -1.17877 4.10280 -5.51005  -0.279
O10 -1.40072 4.97383 -6.34326  0.096
C33 0.20725 3.70316 -5.19604  -0.088
C34 1.27517 4.34654 -5.83552  0.006
C35 2.58959 3.99897 -5.52033  -0.055
C36 2.84122 3.01146 -4.56829  -0.047
C37 1.77810 2.35894 -3.94035  0.012
C38 0.45760 2.70190 -4.25891  -0.085
H27 -2.92970 0.95267 -2.56496  0.119
H28 -5.25375 1.68594 -3.00645  0.107
H29 -5.69242 3.56150 -4.57462  0.108
H30 -3.81047 4.67618 -5.73579  0.122
H31 1.08649 5.12187 -6.57622  0.121
H32 3.41746 4.50238 -6.01493  0.108
H33 3.86582 2.74724 -4.31560  0.112
H34 1.98319 1.58683 -3.20049  0.111



Below is a molecular structure, C38H35Cl7N5OSTcTe, with properties calculated with ωB97M-V/def2-TZVPD.

## Properties
- LUMO (alpha / beta) (eV) = -5.93 / -6.54
- total energy (eV) = -157441.11395
- maximum force (eV Å⁻¹) = 4.02
- spin multiplicity = 3
- total charge = +2
- Kohn-Sham gap (alpha / beta) (eV) = 7.278 / 6.667

Each line ends with the Löwdin charge.
Atoms and positions in Å:
Tc1 -8.35972 -19.91388 -4.78935  1.123
C1 -9.06516 -24.03570 -5.91443  0.013
C2 -9.06067 -22.57112 -5.68868  -0.236
N1 -8.41462 -21.95060 -4.78927  -0.110
N2 -7.68049 -22.61819 -3.86469  0.015
C3 -6.87546 -21.90195 -3.00896  -0.758
N3 -6.09426 -22.61283 -2.25945  0.167
S1 -6.90076 -20.19939 -3.00019  0.717
C4 -9.68632 -21.65417 -6.69599  -0.177
C5 -10.50469 -22.15955 -7.73390  0.017
C6 -10.99451 -21.26241 -8.66116  0.011
C7 -10.62592 -19.89146 -8.50605  -0.011
C8 -9.84460 -19.49401 -7.47108  -0.128
N4 -9.41440 -20.35343 -6.55375  -0.035
H1 -8.33982 -24.65756 -5.42123  0.083
H2 -8.92496 -24.14617 -6.96713  0.087
H3 -10.07195 -24.50579 -5.80894  0.129
H4 -7.61965 -23.62182 -3.86329  0.145
H5 -6.04640 -23.61573 -2.38848  0.144
H6 -5.66234 -22.15986 -1.48381  0.124
H7 -10.87687 -23.21021 -7.81205  0.142
H8 -11.74176 -21.54094 -9.39935  0.127
H9 -10.88236 -19.16131 -9.27482  0.108
H10 -9.72106 -18.38658 -7.37008  0.111
Cl1 -7.91722 -17.47537 -5.43060  0.770
C9 -6.68325 -18.30271 -6.32735  -0.677
C10 -6.78252 -19.63693 -6.09018  -0.413
C11 -5.82468 -20.42105 -6.66642  -0.646
Cl2 -5.79838 -22.15566 -6.32076  0.713
C12 -4.92103 -19.97760 -7.57887  -0.719
Cl3 -3.77874 -20.95203 -8.38109  0.741
C13 -4.98599 -18.60149 -7.97173  -0.605
Cl4 -3.80416 -17.95178 -9.12440  0.670
C14 -5.94173 -17.71972 -7.35433  -0.664
Cl5 -5.99042 -16.03341 -7.73925  0.714
C15 -11.12145 -16.25214 -11.35982  -0.034
C16 -11.61466 -16.58894 -9.97020  -0.257
C17 -12.65841 -17.49684 -9.76645  -0.018
C18 -13.02672 -17.78608 -8.44864  -0.336
C19 -14.12425 -18.79916 -8.22123  -0.089
C20 -12.40802 -17.14581 -7.37875  -0.333
Te1 -12.99305 -17.78378 -5.42372  1.884
N5 -11.31032 -18.75648 -5.15420  -0.202
C21 -11.22631 -19.40496 -3.99526  -0.579
O1 -10.08480 -19.88284 -3.57397  -0.217
C22 -12.32668 -19.67895 -3.03874  -0.251
C23 -12.15060 -19.25106 -1.74950  -0.044
C24 -13.24864 -19.25750 -0.82782  -0.029
C25 -14.40939 -19.87299 -1.22524  -0.078
C26 -14.57659 -20.41971 -2.49061  -0.047
C27 -13.54196 -20.27123 -3.42700  -0.082
C28 -12.79199 -16.05261 -4.12994  -0.355
C29 -11.83717 -16.17848 -3.12408  -0.138
C30 -11.70794 -15.15767 -2.19304  -0.040
C31 -12.66953 -14.13887 -2.22494  -0.062
C32 -13.58472 -14.10829 -3.20904  -0.052
C33 -13.77494 -15.06829 -4.20850  -0.304
C34 -14.78288 -14.93338 -5.31508  -0.043
C35 -11.35633 -16.21425 -7.56618  -0.247
C36 -10.73167 -15.33645 -6.47883  -0.032
C37 -10.93356 -16.02310 -8.88240  0.001
H11 -12.00803 -16.07724 -12.00204  0.095
H12 -10.54458 -17.17895 -11.76894  0.124
H13 -10.48579 -15.38112 -11.37484  0.072
H14 -12.98909 -18.16774 -10.57994  0.142
H15 -14.43900 -19.25364 -9.13398  0.075
H16 -14.97452 -18.26376 -7.84448  0.075
H17 -13.94679 -19.66641 -7.55960  0.071
H18 -11.15942 -18.89767 -1.33997  0.066
H19 -13.05418 -18.81077 0.12230  0.107
H20 -15.24032 -19.93976 -0.50302  0.124
H21 -15.51688 -20.90460 -2.79586  0.123
H22 -13.52874 -20.69978 -4.36161  0.075
H23 -11.17285 -17.03413 -3.20988  0.079
H24 -10.89952 -15.30767 -1.42010  0.118
H25 -12.57032 -13.29260 -1.57806  0.115
H26 -14.25210 -13.19726 -3.28234  0.147
H27 -15.20151 -13.92688 -5.29442  0.092
H28 -15.51660 -15.77343 -5.22258  0.100
H29 -14.31305 -15.03352 -6.29844  0.072
H30 -10.53756 -15.77168 -5.52877  0.034
H31 -11.37392 -14.54232 -6.30172  0.071
H32 -9.78458 -14.93189 -6.73356  0.075
H33 -10.14645 -15.35915 -9.13592  0.114
Cl6 -8.18229 -17.02335 -0.76317  0.534
C38 -8.04662 -18.33010 0.38880  -0.989
Cl7 -9.16325 -19.69915 0.01006  0.526
H34 -8.24528 -17.91503 1.35592  0.022
H35 -7.02126 -18.65697 0.53037  0.036



Below is 4 unconnected molecules or ions with the total composition C38H35ClF5IN3O7S, with properties calculated with ωB97M-V/def2-TZVPD.

## Properties
- LUMO (eV) = -3.24
- total energy (eV) = -103813.27084
- maximum force (eV Å⁻¹) = 1.69
- spin multiplicity = 1
- total charge = +1
- Kohn-Sham gap (eV) = 8.291

Each line ends with the Löwdin charge.
Atoms and positions in Å:
C1 3.40557 -2.87351 1.65923  -0.152
C2 3.52099 -1.37321 1.88740  -0.295
C3 3.23152 -0.41757 0.68111  -0.648
I1 2.65057 -1.39715 -1.11880  1.150
C4 2.33804 0.71177 1.07255  -0.228
C5 1.01056 0.98732 0.93390  -0.107
C6 -0.10582 0.19917 0.32533  -0.151
C7 -0.67364 -0.98535 1.15417  -0.690
C8 -0.02455 -1.25961 2.50029  -0.100
Cl1 -0.69365 -2.48881 0.19290  0.635
N1 0.80550 2.25971 1.49800  0.205
C9 -0.51955 2.93381 1.55183  -0.427
F1 -0.90746 3.13212 0.27420  0.134
F2 -0.35243 4.14588 2.10210  0.164
C10 -1.54473 2.16323 2.34067  -0.119
C11 -1.28003 1.87000 3.67190  -0.014
C12 -2.20442 1.17406 4.42864  -0.025
C13 -3.40372 0.77995 3.85352  0.026
C14 -3.66039 1.08269 2.52780  -0.095
C15 -4.94508 0.63072 1.88659  -0.569
F3 -5.39491 1.53992 1.00567  0.157
F4 -4.75113 -0.52093 1.20259  0.133
F5 -5.91249 0.41399 2.78463  0.163
C16 -2.74374 1.78338 1.76474  0.050
C17 1.96889 2.74446 1.97808  -0.270
N2 2.16382 3.97716 2.56391  -0.030
C18 2.21379 3.97811 4.03826  -0.009
C19 3.11026 4.79369 1.84267  -0.475
C20 4.25358 5.42892 2.57582  -0.010
O1 2.93259 4.93542 0.66008  0.126
N3 2.90099 1.81070 1.73955  -0.253
S1 4.55096 2.00397 2.17029  1.013
H1 4.10485 -3.22990 0.90678  0.068
H2 2.39197 -3.19027 1.42243  0.048
H3 3.67930 -3.37279 2.59088  0.086
H4 2.87744 -1.08355 2.72003  0.096
H5 4.55206 -1.18678 2.19530  0.096
H6 4.18601 0.02848 0.41261  0.045
H7 0.15343 -0.10976 -0.68489  0.051
H8 -0.93619 0.88283 0.19241  0.092
H9 -1.72641 -0.77386 1.32395  0.074
H10 -0.70625 -1.87129 3.09075  0.091
H11 0.15815 -0.34631 3.06299  0.069
H12 0.87864 -1.85260 2.37245  0.049
H13 -0.34508 2.17517 4.12427  0.113
H14 -1.98625 0.93468 5.45875  0.121
H15 -4.12682 0.24616 4.45280  0.134
H16 -2.95874 2.00462 0.72878  0.146
H17 2.64578 4.90429 4.39343  0.093
H18 2.75334 3.12104 4.44469  0.092
H19 1.19362 3.93507 4.42001  0.085
H20 3.91626 6.39027 2.97334  0.107
H21 4.62802 4.84862 3.41302  0.068
H22 5.03135 5.64737 1.85168  0.101
H23 4.60350 0.93379 2.97603  -0.084
C21 0.88009 4.22380 -5.56838  0.029
C22 0.82141 2.93342 -5.24988  0.022
C23 0.41867 2.49380 -3.89182  -0.385
O2 0.37178 1.31541 -3.60109  0.083
C24 0.08091 3.54511 -2.90378  0.016
C25 0.13878 4.83587 -3.21692  0.033
C26 0.54371 5.27912 -4.57795  -0.381
O3 0.59572 6.45324 -4.86248  0.122
H24 1.17176 4.56878 -6.55200  0.126
H25 1.06162 2.14801 -5.95494  0.123
H26 -0.21193 3.19806 -1.92213  0.092
H27 -0.10184 5.62046 -2.51074  0.124
C27 -5.18852 -3.60740 -0.66001  0.022
C28 -6.20768 -3.10344 0.02957  0.019
C29 -7.45001 -3.88708 0.25167  -0.383
O4 -8.37536 -3.42531 0.88223  0.112
C30 -7.51050 -5.25366 -0.32655  0.023
C31 -6.49031 -5.75711 -1.01636  0.022
C32 -5.24725 -4.97491 -1.23659  -0.386
O5 -4.31461 -5.43170 -1.86042  0.106
H28 -4.27266 -3.05601 -0.83547  0.113
H29 -6.18860 -2.11304 0.45682  0.096
H30 -8.42523 -5.80557 -0.15209  0.123
H31 -6.51123 -6.75009 -1.44676  0.123
C33 2.20828 -3.43750 -5.26402  0.032
C34 2.80960 -3.61098 -4.09202  -0.009
C35 3.43774 -4.90249 -3.72111  -0.385
O6 3.97790 -5.04498 -2.64444  0.095
C36 3.37430 -6.00200 -4.71437  0.023
C37 2.77515 -5.83446 -5.89054  0.027
C38 2.14505 -4.54027 -6.26057  -0.381
O7 1.60106 -4.38429 -7.32963  0.118
H32 1.74222 -2.50349 -5.55179  0.124
H33 2.87738 -2.83159 -3.34250  -0.016
H34 3.83934 -6.93534 -4.42411  0.124
H35 2.71542 -6.62167 -6.63097  0.125